{"formula": "C31H87NO11", "method": "ωB97M-V/def2-TZVPD", "species": ["N", "H", "H", "H", "H", "C", "O", "H", "H", "H", "C", "C", "C", "O", "H", "H", "H", "H", "H", "H", "H", "H", "C", "C", "C", "O", "H", "H", "H", "H", "H", "H", "H", "H", "C", "C", "C", "O", "H", "H", "H", "H", "H", "H", "H", "H", "C", "C", "C", "O", "H", "H", "H", "H", "H", "H", "H", "H", "C", "C", "C", "O", "H", "H", "H", "H", "H", "H", "H", "H", "C", "C", "C", "O", "H", "H", "H", "H", "H", "H", "H", "H", "C", "C", "C", "O", "H", "H", "H", "H", "H", "H", "H", "H", "C", "C", "C", "O", "H", "H", "H", "H", "H", "H", "H", "H", "C", "C", "C", "O", "H", "H", "H", "H", "H", "H", "H", "H", "C", "C", "C", "O", "H", "H", "H", "H", "H", "H", "H", "H"], "positions_angstrom": [[0.27478, 0.36539, 0.24034], [1.08263, 0.84294, 0.61373], [0.08912, 0.77356, -0.66466], [-0.51913, 0.43311, 0.86100], [0.51739, -0.59526, 0.04444], [-0.09483, 2.96090, -2.88226], [-0.36621, 1.79908, -2.13944], [-0.91295, 3.68100, -2.89741], [0.71042, 3.55664, -2.45240], [0.20699, 2.62501, -3.87433], [2.87152, 3.83300, 2.19020], [2.36619, 2.95488, 1.05791], [3.19941, 3.08043, -0.27388], [2.34447, 1.63175, 1.43959], [3.90246, 3.60032, 2.45691], [2.28127, 3.67209, 3.09232], [2.77215, 4.87509, 1.88645], [1.36738, 3.29333, 0.78234], [2.84851, 2.35453, -1.00739], [4.23857, 2.77808, -0.14412], [3.03838, 4.03796, -0.76915], [3.17667, 1.40016, 1.85841], [4.16063, -3.03801, -0.84844], [3.83443, -1.84645, 0.01550], [4.70862, -0.59518, -0.15354], [2.51729, -1.43258, -0.32734], [5.05329, -3.61094, -0.59740], [4.41513, -2.72504, -1.86105], [3.31887, -3.72814, -0.90567], [3.87851, -2.24910, 1.02745], [4.82631, -0.33815, -1.20624], [5.67540, -0.74261, 0.32781], [4.29734, 0.23379, 0.42243], [2.54724, -0.99849, -1.18308], [0.54982, -4.01919, -0.20335], [-0.00586, -3.22776, -1.41785], [-1.12377, -4.01644, -2.12498], [-0.58003, -1.97588, -1.00925], [1.06792, -3.40951, 0.53689], [1.28769, -4.75553, -0.52186], [-0.24758, -4.55858, 0.30782], [0.82075, -3.08055, -2.11294], [-1.49762, -3.47470, -2.99381], [-1.98161, -4.14932, -1.46578], [-0.76623, -4.98334, -2.47907], [-0.90986, -1.51720, -1.78541], [-5.04641, 3.37691, -0.52052], [-3.54249, 3.46312, -0.66767], [-2.84186, 4.39968, 0.38432], [-2.95507, 2.23586, -0.55003], [-5.26407, 3.00018, 0.47888], [-5.43455, 2.71293, -1.29290], [-5.59870, 4.31656, -0.53280], [-3.34207, 3.84700, -1.66796], [-3.18540, 5.42147, 0.22300], [-1.76289, 4.37292, 0.23201], [-3.01389, 4.05597, 1.40430], [-2.41769, 2.08956, -1.33197], [0.16031, -2.67334, 5.17856], [-1.29265, -2.75729, 4.70893], [-1.44245, -3.09602, 3.22399], [-1.91962, -3.73273, 5.44127], [0.69112, -1.99394, 4.51166], [0.69069, -3.62508, 5.14675], [0.24950, -2.22327, 6.16729], [-1.70479, -1.76709, 4.90317], [-0.99239, -2.24289, 2.71635], [-2.46748, -3.22240, 2.87548], [-0.87750, -4.00120, 3.00128], [-2.83654, -3.68942, 5.16025], [-2.25378, -1.60520, -5.08349], [-1.84843, -0.26996, -4.56257], [-2.97433, 0.81438, -4.63552], [-1.61603, -0.39350, -3.20120], [-3.14051, -1.94046, -4.54550], [-1.43694, -2.29492, -4.87102], [-2.45571, -1.53806, -6.15251], [-0.99553, 0.13301, -5.10872], [-2.70984, 1.69614, -4.05187], [-3.89639, 0.43165, -4.19797], [-3.09631, 1.13664, -5.66962], [-1.22038, 0.41963, -2.87890], [-5.90586, -0.60396, -1.56810], [-4.47232, -0.67535, -1.18185], [-4.33543, -1.10769, 0.26516], [-3.91481, -1.67976, -2.00992], [-6.45375, -1.54466, -1.51330], [-5.99555, -0.22988, -2.58796], [-6.42090, 0.09447, -0.90854], [-4.03329, 0.30987, -1.33892], [-4.64638, -2.13673, 0.44538], [-4.88145, -0.40545, 0.89512], [-3.31627, -1.03552, 0.64488], [-3.13024, -1.33390, -2.44167], [2.99655, 0.19886, 4.51687], [4.48387, 0.20009, 4.08650], [5.00271, -1.18461, 3.77517], [4.54140, 0.97395, 2.90589], [2.88221, -0.25900, 5.49942], [2.41803, -0.39488, 3.80912], [2.62191, 1.22241, 4.50782], [5.05986, 0.71908, 4.85264], [4.22816, -1.76554, 3.27449], [5.39110, -1.63279, 4.68971], [5.86544, -1.15366, 3.10971], [5.41745, 0.89702, 2.52090], [3.13302, 1.41460, -4.43823], [2.46352, 0.17817, -3.91583], [3.41119, -1.04902, -4.16579], [2.29085, 0.29991, -2.52342], [2.43245, 2.24032, -4.31381], [3.35283, 1.33643, -5.50298], [4.02168, 1.71493, -3.88310], [1.53879, -0.00861, -4.46179], [3.06203, -1.96929, -3.69749], [4.41755, -0.80619, -3.82462], [3.58721, -1.32188, -5.20630], [1.56370, 0.91091, -2.38366], [-3.44198, 1.08881, 3.37897], [-2.04257, 1.56981, 3.00799], [-0.95122, 1.10451, 3.96484], [-1.77434, 1.05226, 1.75048], [-3.71439, 1.58251, 4.31180], [-3.57860, 0.00744, 3.37084], [-4.15181, 1.49504, 2.65842], [-2.01894, 2.65244, 2.88371], [-0.76429, 0.03756, 3.84331], [-1.24525, 1.37344, 4.97938], [-0.03614, 1.63094, 3.69357], [-2.40851, 1.42066, 1.13103]], "atomic_forces_ev_per_a": [[0.63, -0.74, -0.58], [0.61, 0.13, 0.58], [-0.67, 0.97, -1.00], [-0.52, 0.23, 0.37], [0.07, -0.68, 0.08], [0.12, -1.09, 0.73], [-0.20, -0.23, 0.25], [-0.55, -0.01, -0.43], [0.61, 0.05, 0.10], [-0.08, 0.67, -0.60], [-0.12, 0.15, -0.19], [1.23, 1.46, -1.58], [-0.81, -0.40, 0.42], [-0.90, -1.03, 0.30], [0.11, 0.09, -0.18], [-0.18, 0.02, -0.03], [0.21, 0.09, 0.17], [-0.36, -0.34, 0.19], [-0.41, -0.20, 0.15], [0.24, 0.59, 0.24], [0.51, 0.24, 0.28], [0.48, -0.25, 0.40], [0.97, -0.32, -1.15], [-0.09, 0.45, -0.64], [0.55, -0.72, 0.90], [-0.46, -0.59, 1.17], [0.04, 0.03, 0.67], [-0.39, 0.20, -0.29], [0.00, 0.13, 0.14], [-0.51, 0.61, 0.38], [0.00, 0.09, 0.07], [0.44, -0.22, -0.38], [-0.42, -0.05, -0.41], [0.00, 0.39, -0.58], [-0.34, 0.35, -0.17], [-0.77, -0.61, 0.33], [0.37, 0.06, -0.03], [0.89, -0.58, 0.81], [-0.14, 0.34, -0.19], [-0.12, -0.10, -0.27], [-0.12, 0.03, 0.01], [0.12, 0.34, -0.12], [0.11, 0.10, -0.02], [0.11, -0.07, 0.15], [0.01, -0.13, 0.07], [-0.19, 0.09, -0.58], [-0.14, -0.15, 0.66], [0.13, 2.77, 0.65], [-0.54, -0.26, -1.15], [0.11, -2.07, 0.22], [-0.12, -0.53, 0.01], [-0.18, -0.06, 0.17], [0.38, 0.26, -0.42], [0.16, 0.31, -0.11], [-0.03, 0.09, 0.38], [0.02, -0.03, -0.18], [-0.34, 0.08, 0.02], [0.95, -0.43, -0.14], [0.10, 0.40, -0.59], [1.14, 0.32, -0.89], [0.96, 0.78, 0.27], [-1.12, -0.92, 1.35], [0.11, 0.04, -0.13], [-0.22, -0.13, 0.06], [-0.20, -0.26, 0.13], [-0.41, 0.21, 0.01], [-0.05, -0.14, -0.65], [-0.09, 0.11, 0.22], [0.00, 0.00, -0.08], [-0.26, -0.40, 0.25], [0.02, -0.10, -0.15], [-1.73, 1.96, -0.11], [0.55, -0.45, -0.67], [0.53, -1.80, 0.97], [-0.10, -0.11, -0.14], [-0.05, -0.20, -0.29], [-0.01, -0.25, 0.01], [0.43, -0.11, 0.07], [0.34, -0.01, 0.01], [-0.11, -0.17, -0.25], [-0.42, 0.01, -0.06], [0.81, 1.53, 0.74], [-1.24, 0.79, -0.13], [-0.15, -1.14, 0.29], [0.58, 0.63, 0.63], [0.37, -0.24, -0.35], [0.33, -0.22, 0.08], [-0.07, 0.00, -0.09], [-0.19, 0.16, -0.01], [0.31, -0.12, 0.00], [-0.33, 0.07, -0.22], [-0.38, -0.15, 0.15], [0.30, -0.06, -0.32], [0.40, 0.19, -0.01], [0.84, -0.17, -0.26], [-1.05, -0.12, 0.22], [0.42, 0.01, 0.45], [-0.04, 0.74, -0.67], [0.00, 0.14, 0.05], [-0.05, 0.07, -0.11], [-0.05, -0.06, 0.17], [0.24, -0.16, 0.16], [0.07, -0.21, 0.25], [-0.41, -0.45, 0.00], [0.08, 0.19, -0.14], [0.11, -0.01, -0.06], [-0.54, 0.99, -0.37], [1.96, -1.59, -0.77], [-0.21, 0.35, 0.10], [0.09, -0.57, 0.11], [-0.04, 0.23, -0.13], [0.11, -0.02, -0.01], [0.14, -0.43, 0.03], [-0.36, 0.09, 0.26], [-0.08, 0.15, 0.30], [-0.01, -0.01, 0.48], [-0.51, 0.40, -0.29], [-0.99, 0.49, 0.29], [-0.16, 1.23, 0.28], [-0.56, -0.70, 0.56], [-0.21, 0.66, -0.52], [0.65, -0.72, -0.85], [-0.20, -0.50, 0.36], [0.34, 0.03, 0.30], [-0.05, -0.03, -0.26], [-0.14, 0.31, 0.62], [-0.19, -0.04, 0.20], [0.21, -0.23, 0.08], [0.18, -0.04, 0.17], [-0.23, 0.20, -0.78]], "de_lowest_kcal_mol": 0.0, "gap_ha": 0.31257, "energy_ev": -57570.5012, "homo_ev": -8.06}